{"formula": "C18H44BN5O8P", "method": "ωB97M-V/def2-TZVPD", "elements": ["C", "C", "B", "O", "C", "P", "O", "O", "H", "H", "H", "H", "H", "H", "H", "H", "H", "C", "C", "O", "N", "C", "H", "H", "H", "H", "H", "H", "H", "C", "C", "O", "N", "C", "H", "H", "H", "H", "H", "H", "H", "C", "C", "O", "N", "C", "H", "H", "H", "H", "H", "H", "H", "C", "C", "O", "N", "C", "H", "H", "H", "H", "H", "H", "H", "C", "C", "O", "N", "C", "H", "H", "H", "H", "H", "H", "H"], "coordinates": [[5.069, 3.040, -0.810], [4.974, 4.563, -1.133], [3.570, 4.825, -1.844], [3.541, 4.480, -3.208], [2.374, 5.404, -1.035], [0.962, 4.406, -1.137], [0.291, 4.450, 0.435], [1.673, 2.873, -1.124], [5.882, 2.635, -1.392], [5.204, 2.871, 0.248], [4.146, 2.568, -1.120], [5.800, 4.830, -1.787], [5.058, 5.125, -0.215], [2.775, 3.915, -3.387], [2.048, 6.352, -1.466], [-0.555, 4.900, 0.306], [1.093, 2.265, -1.600], [5.522, 1.972, -5.963], [5.886, 1.776, -4.510], [6.574, 2.571, -3.904], [5.399, 0.669, -3.883], [4.561, -0.380, -4.427], [5.976, 2.894, -6.309], [5.896, 1.145, -6.570], [4.440, 2.051, -6.080], [5.670, 0.608, -2.914], [3.625, -0.431, -3.868], [5.068, -1.344, -4.339], [4.337, -0.195, -5.472], [1.374, 1.323, 1.554], [1.331, -0.164, 1.791], [1.488, -0.987, 0.895], [1.102, -0.591, 3.063], [0.891, 0.211, 4.251], [1.562, 1.522, 0.506], [0.421, 1.779, 1.823], [2.176, 1.776, 2.138], [1.083, -1.594, 3.158], [1.657, -0.036, 4.988], [-0.091, -0.026, 4.670], [0.937, 1.271, 4.025], [-0.166, -1.831, 8.114], [0.274, -2.567, 6.870], [1.430, -2.553, 6.484], [-0.671, -3.257, 6.177], [-2.086, -3.391, 6.471], [0.698, -1.335, 8.543], [-0.917, -1.079, 7.870], [-0.572, -2.527, 8.849], [-0.308, -3.720, 5.359], [-2.336, -4.445, 6.608], [-2.674, -3.002, 5.638], [-2.350, -2.847, 7.370], [-1.087, -2.511, -0.144], [-2.488, -1.954, -0.233], [-2.895, -1.089, 0.529], [-3.305, -2.450, -1.199], [-3.014, -3.466, -2.185], [-0.556, -2.021, 0.662], [-1.122, -3.584, 0.058], [-0.539, -2.331, -1.069], [-4.220, -2.029, -1.214], [-3.139, -3.050, -3.186], [-3.709, -4.303, -2.072], [-1.999, -3.835, -2.077], [-7.110, -0.792, -1.139], [-6.685, -1.494, -2.406], [-5.539, -1.433, -2.821], [-7.626, -2.206, -3.081], [-9.024, -2.392, -2.745], [-6.251, -0.273, -0.724], [-7.892, -0.061, -1.349], [-7.472, -1.511, -0.403], [-7.272, -2.647, -3.915], [-9.235, -3.455, -2.614], [-9.652, -2.013, -3.553], [-9.277, -1.869, -1.830]], "orbital_gap_ev": 3.7, "spin_multiplicity": 1, "charge": -1, "homo_energy_ev": -1.8934}



{"formula": "C7H11DyI2N2O2", "method": "ωB97M-V/def2-TZVPD", "elements": ["C", "I", "H", "H", "H", "C", "C", "N", "H", "I", "N", "H", "Dy", "C", "O", "C", "C", "H", "H", "H", "C", "H", "H", "H", "O"], "coordinates": [[0.358, -3.067, -2.936], [4.548, -0.886, -1.282], [-0.204, -2.945, -3.878], [0.053, -3.874, -2.251], [1.433, -2.833, -2.959], [-1.048, 2.233, -2.377], [-0.516, 0.086, -2.219], [-1.440, 0.979, -1.917], [0.821, 2.847, -3.353], [1.584, 2.354, 0.563], [0.565, 0.773, -2.758], [-1.653, 3.115, -2.264], [1.969, -0.043, -0.950], [-0.532, -1.346, -1.715], [-1.544, -2.031, -1.830], [0.182, 2.117, -2.901], [1.607, 0.166, -3.611], [2.613, 0.585, -3.359], [1.367, 0.423, -4.658], [1.583, -0.932, -3.496], [-2.707, 0.710, -1.240], [-3.478, 1.357, -1.679], [-2.602, 0.964, -0.175], [-2.948, -0.352, -1.356], [0.541, -1.605, -0.923]], "de_lowest_kj_mol": 33.1, "orbital_gap_ev": [2.6, 2.7], "spin_multiplicity": 6, "charge": -2, "homo_energy_ev": [1.8745, 1.9097]}



{"formula": "C6H10N3S", "method": "ωB97M-V/def2-TZVPD", "elements": ["C", "C", "C", "C", "C", "C", "N", "N", "N", "S", "H", "H", "H", "H", "H", "H", "H", "H", "H", "H"], "coordinates": [[-2.040, -0.859, -0.889], [-2.760, -0.336, 0.204], [-0.701, -0.603, -1.014], [-2.098, 0.429, 1.115], [-0.017, 0.138, -0.023], [1.390, 0.535, -0.083], [-0.773, 0.669, 0.974], [1.940, 1.226, 0.942], [2.019, 0.574, -1.267], [1.446, -1.872, 0.707], [-2.549, -1.464, -1.622], [-3.813, -0.524, 0.310], [-0.147, -1.042, -1.826], [-2.580, 0.884, 1.965], [2.912, 1.482, 0.838], [1.702, 0.965, 1.887], [-0.332, 1.300, 1.635], [1.600, 0.152, -2.078], [3.012, 0.726, -1.304], [1.790, -2.377, -0.470]], "de_lowest_kj_mol": 31.7, "orbital_gap_ev": [7.0, 7.0], "spin_multiplicity": 1, "charge": 1, "homo_energy_ev": [-11.5734, -11.5705]}